{
  "formula": "C6H9N",
  "method": "ωB97M-V/def2-TZVPD",
  "homo_ev": -7.56,
  "gap_ha": 0.3210,
  "charge": 0,
  "relative_energy_kcal_mol": 86.7,
  "species": ["C", "N", "C", "C", "C", "C", "C", "H", "H", "H", "H", "H", "H", "H", "H", "H"],
  "positions_angstrom": [[2.118, 0.289, -0.066], [0.833, -0.337, -0.169], [-0.066, -0.831, 0.842], [-1.401, -0.048, 0.812], [-1.182, 1.043, -0.217], [-0.326, -0.018, -0.984], [-1.102, -1.131, -0.187], [2.358, 0.651, 0.940], [2.224, 1.118, -0.775], [2.867, -0.467, -0.336], [0.256, -1.393, 1.712], [-2.124, -0.098, 1.621], [-0.652, 1.947, 0.106], [-2.103, 1.291, -0.756], [-0.172, 0.069, -2.062], [-1.527, -2.082, -0.479]],
  "forces_ev_per_angstrom": [[0.1722, 0.1218, 0.0346], [0.1046, -0.3364, -0.1302], [0.1508, -0.3196, 0.2588], [-0.1601, 0.1488, 0.2255], [0.0703, 0.1554, 0.0304], [0.0280, 0.0415, -0.4400], [-0.2588, -0.2498, -0.0956], [-0.1336, 0.1033, -0.0751], [-0.1050, -0.0047, 0.1393], [0.1691, 0.2819, 0.1028], [-0.1093, -0.0892, -0.2013], [0.2065, 0.1323, -0.0537], [-0.1150, -0.0097, -0.0950], [0.2197, -0.0598, 0.0784], [-0.0886, -0.0969, 0.1494], [-0.1508, 0.1811, 0.0717]],
  "nbo_charge": [-0.406, -0.449, -0.056, -0.254, -0.411, -0.025, -0.240, 0.189, 0.198, 0.187, 0.214, 0.223, 0.191, 0.209, 0.201, 0.229]
}